ORCA calculation (ωB97M-V/def2-TZVPD) on one molecule with the formula C9H14BrNO7P2.

Last columns: bonded neighbours and bond lengths (Å).
Cartesian coordinates (Å):
1 Br 1.88631 0.06918 4.51690  C14 1.972
2 P -1.40331 -0.13823 1.32201  P3 2.173, C19 1.876, H33 1.423
3 P -1.74406 -2.27153 1.08787  P2 2.173, O4 1.465, O5 1.634, O8 1.656
4 O -3.07770 -2.51353 1.64328  P3 1.465
5 O -1.76583 -2.82190 -0.45082  P3 1.634, H25 0.973
6 O 0.04680 2.14547 2.60930  C17 1.161
7 O -2.36097 -1.04230 -2.85549  C15 1.172
8 O -0.68251 -3.15989 1.99660  P3 1.656, H31 0.975
9 O -2.56283 0.99458 -2.07699  C15 1.379, H26 0.971
10 O 3.27547 0.94848 2.32315  C14 1.155
11 N 0.86354 2.78941 0.52739  C12 1.494, C17 1.450, H30 1.029
12 C 0.37501 2.14542 -0.72950  N11 1.494, C13 1.562, H24 1.099, H29 1.098
13 C 0.83649 0.67313 -0.48919  C12 1.562, C18 1.570, C19 1.586, H28 1.110
14 C 2.39463 0.26319 2.62143  Br1 1.972, O10 1.155, C20 1.549
15 C -1.80828 -0.04741 -2.57466  O7 1.172, O9 1.379, C16 1.540
16 C -0.28821 0.05912 -2.79821  C15 1.540, C18 1.553, H21 1.102, H23 1.106
17 C 0.40174 1.86131 1.54158  O6 1.161, N11 1.450, C19 1.610
18 C 0.57962 -0.40842 -1.59834  C13 1.570, C16 1.553, H22 1.104, H32 1.102
19 C 0.37934 0.34754 0.99444  P2 1.876, C13 1.586, C17 1.610, C20 1.564
20 C 1.52652 -0.52090 1.60648  C14 1.549, C19 1.564, H27 1.100, H34 1.103
21 H -0.06938 -0.62693 -3.63240  C16 1.102
22 H 1.56405 -0.68039 -2.01726  C18 1.104
23 H -0.01584 1.06625 -3.16594  C16 1.106
24 H 0.98237 2.64528 -1.49668  C12 1.099
25 H -0.99735 -3.38670 -0.64291  O5 0.973
26 H -2.24069 1.83202 -2.44738  O9 0.971
27 H 1.19557 -1.45487 2.08466  C20 1.100
28 H 1.93938 0.79302 -0.51765  C13 1.110
29 H -0.71916 2.16697 -0.81929  C12 1.098
30 H 1.87360 2.60966 0.60319  N11 1.029
31 H -0.67418 -2.68213 2.84659  O8 0.975
32 H 0.19738 -1.31294 -1.09903  C18 1.102
33 H -2.14148 0.47665 0.27233  P2 1.423
34 H 2.23398 -0.81861 0.81453  C20 1.103

Properties
HOMO in eV: -9.709
DFT total energy in eV: -114003.2091
HOMO-LUMO gap in eV: 9.7

Here are the Mulliken charges for atoms 1 to 2, given in e: atom 1 (Br): -0.17, atom 2 (P): -0.07